(1)
102
Properties=species:S:1:pos:R:3:forces:R:3 method="wB97M-V/def2-TZVPD" homo_energy_ev="-13.9 / -13.6" multiplicity=4 total_charge=+2 relative_energy_ev=0.000 gap_ev="7.100 / 7.907"
Mn 0.347 -0.142 -0.246 -0.2 0.4 0.1
C -0.509 -2.531 2.531 0.0 0.0 0.0
Si -0.748 -0.764 2.027 0.1 -0.1 -0.1
C -2.537 -0.251 1.958 -0.1 0.0 0.0
C -3.530 -0.752 2.800 0.0 0.0 0.0
C -4.730 -0.069 2.941 0.0 0.0 0.0
C -4.947 1.130 2.265 0.0 0.0 0.0
C -3.981 1.632 1.409 0.0 0.0 0.0
C -2.794 0.922 1.247 0.1 0.0 0.0
P -1.543 1.371 0.044 0.1 0.0 -0.2
C -2.329 1.185 -1.590 0.0 0.0 0.0
C -1.665 1.548 -2.768 0.0 0.0 0.0
C -2.261 1.330 -4.002 0.0 0.0 0.0
C -3.513 0.734 -4.081 0.0 0.0 0.0
C -4.168 0.354 -2.920 0.0 0.0 0.0
C -3.580 0.571 -1.681 0.0 0.0 0.0
C -1.033 3.071 0.344 0.0 0.0 0.0
C -0.788 3.990 -0.676 0.0 0.1 0.1
C -0.333 5.261 -0.361 0.0 0.0 0.0
C -0.113 5.618 0.962 0.0 0.0 0.0
C -0.363 4.708 1.982 0.0 0.0 0.0
C -0.823 3.438 1.678 0.0 0.0 0.0
C 0.044 0.464 3.207 0.0 0.0 0.1
C -0.586 0.880 4.380 0.0 0.0 0.0
C 0.007 1.842 5.190 0.1 0.0 0.0
C 1.231 2.400 4.837 -0.1 0.0 0.0
C 1.879 1.991 3.680 0.0 0.0 0.0
C 1.281 1.025 2.881 -0.1 -0.1 0.0
P 2.024 0.288 1.419 0.2 0.1 0.1
C 3.283 1.429 0.817 0.0 0.0 -0.1
C 2.942 2.764 0.589 0.0 0.0 0.0
C 3.897 3.641 0.102 0.0 0.0 0.0
C 5.185 3.191 -0.165 0.0 0.0 0.0
C 5.524 1.863 0.055 0.0 0.0 0.0
C 4.574 0.978 0.545 0.0 0.0 0.0
C 2.866 -1.212 1.969 -0.1 -0.1 -0.1
C 3.574 -1.190 3.172 0.0 0.1 0.0
C 4.249 -2.323 3.594 0.0 0.0 0.0
C 4.219 -3.479 2.824 0.0 0.0 0.0
C 3.508 -3.509 1.633 0.0 0.0 0.0
C 2.827 -2.378 1.207 0.0 0.0 0.0
H -0.801 -2.601 3.585 0.0 0.0 0.0
H 0.529 -2.847 2.454 0.0 0.0 0.0
H -1.129 -3.208 1.945 0.0 0.0 0.0
H -3.365 -1.663 3.363 0.0 0.0 0.0
H -5.498 -0.459 3.597 0.0 0.0 0.0
H -5.878 1.664 2.399 0.0 0.0 0.0
H -4.159 2.551 0.862 0.0 0.0 0.0
H -0.685 1.998 -2.728 0.1 0.0 0.0
H -1.749 1.641 -4.904 0.0 0.0 0.0
H -3.978 0.574 -5.045 0.0 0.0 0.0
H -5.146 -0.107 -2.973 0.0 0.0 0.0
H -4.108 0.263 -0.790 0.0 0.0 0.0
H -0.966 3.736 -1.708 0.0 0.0 0.0
H -0.158 5.978 -1.152 0.0 0.0 0.0
H 0.239 6.613 1.200 0.0 0.0 0.0
H -0.210 4.989 3.015 0.0 0.0 0.0
H -1.029 2.739 2.481 0.0 0.0 -0.1
H -1.554 0.478 4.657 0.0 0.0 0.0
H -0.493 2.167 6.093 0.0 0.0 0.0
H 1.683 3.156 5.467 0.0 0.0 0.0
H 2.834 2.425 3.407 0.0 0.0 0.0
H 1.933 3.116 0.786 0.0 0.0 0.0
H 3.638 4.678 -0.069 0.0 0.0 0.0
H 5.929 3.882 -0.539 0.0 0.0 0.0
H 6.531 1.518 -0.141 0.0 0.0 0.0
H 4.841 -0.055 0.729 0.0 0.0 0.0
H 3.598 -0.293 3.780 0.0 0.0 0.0
H 4.801 -2.307 4.524 0.0 0.0 0.0
H 4.749 -4.361 3.159 0.0 0.0 0.0
H 3.479 -4.410 1.035 0.0 0.0 0.0
H 2.266 -2.422 0.285 0.0 0.0 -0.1
O 2.701 -2.600 -2.070 0.0 -0.1 0.0
C 2.753 -1.404 -2.132 0.1 0.1 0.1
C 3.624 -0.551 -3.051 0.0 0.0 0.0
C 3.087 0.878 -2.900 0.0 0.0 0.0
C 2.004 0.700 -1.884 -0.2 0.1 0.2
O 1.141 1.521 -1.479 0.1 -0.2 -0.1
N 1.957 -0.535 -1.367 0.0 0.0 -0.3
H 3.559 -0.936 -4.066 0.0 0.0 0.0
H 4.662 -0.650 -2.733 0.0 0.0 0.0
H 2.682 1.300 -3.820 0.0 0.0 0.0
H 3.822 1.586 -2.511 0.0 0.0 0.0
C -3.376 -5.143 -2.372 0.0 0.0 0.0
C -2.946 -4.470 -3.670 0.0 0.0 0.0
C -3.800 -3.246 -3.977 0.0 0.0 0.0
C -1.453 -4.144 -3.674 0.0 0.0 0.0
N -1.077 -3.206 -2.604 -0.1 0.0 0.0
C -1.149 -1.880 -2.562 0.0 0.0 0.0
N -0.745 -1.508 -1.367 0.1 0.1 0.2
N -0.428 -2.631 -0.688 0.0 -0.4 -0.2
N -0.626 -3.653 -1.422 0.0 0.0 0.0
H -4.418 -5.455 -2.435 0.0 0.0 0.0
H -3.293 -4.457 -1.524 0.0 0.0 0.0
H -2.774 -6.025 -2.153 0.0 0.0 0.0
H -3.063 -5.186 -4.489 0.0 0.0 0.0
H -3.770 -2.523 -3.156 0.0 0.0 0.0
H -4.842 -3.537 -4.105 0.0 0.0 0.0
H -3.483 -2.743 -4.894 0.0 0.0 0.0
H -1.141 -3.689 -4.613 0.0 0.0 0.0
H -0.851 -5.034 -3.500 0.0 0.0 0.0
H -1.488 -1.236 -3.358 0.0 0.0 0.0

***

(2)
9
Properties=species:S:1:pos:R:3:forces:R:3 method="wB97M-V/def2-TZVPD" homo_energy_ev=-8.7 relative_energy_ev=7.229 gap_ev=9.179
C 1.112 0.164 -0.062 -2.8 2.8 -0.8
C -1.005 1.002 0.030 3.4 -6.7 -2.0
N 0.957 -1.141 0.153 4.0 1.6 -0.5
O 1.914 0.991 -0.344 0.2 -1.5 0.5
O -1.915 0.427 -0.841 0.3 0.6 -1.8
O -1.665 -0.206 0.401 -0.3 0.7 2.2
H -1.210 1.952 0.271 -0.9 3.4 1.9
H 0.052 -1.406 0.252 -3.2 -1.3 0.5
H 1.760 -1.782 0.139 -0.7 0.5 0.0

***

(3)
12
Properties=species:S:1:pos:R:3:forces:R:3 method="wB97M-V/def2-TZVPD" homo_energy_ev="-16.2 / -16.2" multiplicity=2 total_charge=+2 gap_ev="5.096 / 2.370"
C -0.924 1.655 0.546 -1.6 0.0 0.2
C -1.067 0.305 0.469 -0.3 0.1 0.8
C 0.205 -0.478 0.512 2.3 2.3 0.3
C 0.625 -1.059 -0.779 -4.8 0.2 3.3
O 1.757 -0.926 -1.231 0.6 1.0 2.6
Al 2.492 -1.209 -2.593 3.4 -0.9 -4.9
H -0.392 2.122 1.380 1.7 0.2 -1.3
H -1.689 2.284 0.085 -0.5 -0.2 1.0
H -1.920 -0.170 0.959 -1.0 -0.1 -2.0
H 0.929 0.437 0.792 -0.4 -2.6 -0.2
H 0.111 -1.327 1.212 0.4 -0.2 0.1
H -0.126 -1.634 -1.353 0.3 0.0 0.1

***

(4)
12
Properties=species:S:1:pos:R:3:forces:R:3 method="wB97M-V/def2-TZVPD" homo_energy_ev=-10.2 relative_energy_ev=1.190 gap_ev=10.619
N 2.657 1.442 0.576 -0.5 -0.9 -0.5
C 2.115 0.540 0.092 0.4 0.8 0.4
C 1.444 -0.568 -0.530 -0.2 0.0 -0.1
C 0.123 -0.592 -0.715 0.2 0.0 0.0
C -0.844 0.450 -0.249 0.1 0.0 0.0
C -1.603 -0.041 0.977 0.1 -0.2 0.2
O -1.150 -0.838 1.758 -0.3 0.3 -0.3
H 2.069 -1.399 -0.840 -0.1 0.1 0.0
H -0.308 -1.470 -1.192 0.1 0.1 0.1
H -1.561 0.717 -1.035 0.1 -0.1 0.1
H -0.325 1.375 0.040 -0.1 -0.1 0.0
H -2.617 0.385 1.119 0.1 0.0 0.0